No. 1
Entry from the Open Molecules 2025 dataset: one molecule with the formula C6H11F at a distorted geometry (ωB97M-V with the def2-TZVPD basis set).

XYZ file:
```
18
Properties=species:S:1:pos:R:3:forces:R:3:lowdin_charge:R:1
C -0.247 1.066 2.195 -2.2 -2.4 0.1 0.03
C 0.473 0.555 1.239 -0.2 -1.4 -1.7 -0.13
C 0.088 -0.664 0.353 -3.2 0.5 1.2 -0.40
C 0.805 -1.928 0.715 2.1 1.7 -1.3 -0.01
F -1.352 -1.158 0.634 1.5 1.2 0.2 -0.12
C -0.092 -0.120 -1.065 4.7 -3.0 0.4 -0.24
C -1.305 0.577 -1.363 -0.1 3.8 3.4 -0.11
H -0.099 1.986 2.635 0.6 1.7 1.0 0.03
H -1.153 0.474 2.480 0.8 0.8 -0.1 0.09
H 1.313 1.047 0.781 0.4 0.3 0.2 0.10
H 0.936 -2.640 -0.106 -0.3 0.0 0.4 0.10
H 0.371 -2.242 1.607 -1.2 -1.2 1.1 0.07
H 1.760 -1.588 1.108 0.8 -0.3 -0.5 0.08
H 0.851 0.512 -1.239 -1.4 -0.6 -0.1 0.14
H 0.079 -1.034 -1.691 -0.4 0.7 -0.1 0.13
H -2.200 0.099 -1.270 -2.1 -2.0 -0.3 0.05
H -1.119 1.005 -2.283 -0.5 1.4 -2.0 0.06
H -1.487 1.393 -0.519 0.7 -1.0 -1.9 0.14
```
Forces are in eV/Å.

Computed properties:
- F_max: 5.61 eV/Å
- Electronic energy: -9115.92761 eV
- Frontier orbital gap: 11.22 eV
- Energy relative to the best compared isomer or geometry (same formula, charge and spin): 35.60 kcal per mole

No. 2
Entry from the Open Molecules 2025 dataset: C44H37O3P2Tl as an isolated structure at a distorted geometry (ωB97M-V with the def2-TZVPD basis set).

XYZ file:
```
87
Properties=species:S:1:pos:R:3:forces:R:3:lowdin_charge:R:1
Tl -1.638 0.596 -0.133 1.1 0.1 0.5 0.87
P -1.861 -2.144 0.580 -1.0 -1.8 1.6 1.07
C 1.624 -1.607 -0.002 3.1 -0.7 -0.2 0.04
O 2.747 -1.838 0.129 -3.1 0.6 -0.2 0.08
P 0.791 1.731 -1.724 1.5 1.8 -1.3 1.14
C -0.894 -3.382 1.467 0.0 0.4 -0.5 -0.36
C -2.805 -3.042 -0.688 0.2 0.4 -0.8 -0.36
C -3.065 -1.455 1.796 0.0 0.7 -0.2 -0.40
C 0.870 3.355 -0.860 -0.6 -0.1 0.6 -0.35
C 2.524 1.301 -2.118 -0.3 -0.5 0.4 -0.33
C -0.034 1.991 -3.336 -0.5 -0.5 0.0 -0.38
C -1.017 -3.546 2.855 0.2 0.1 0.4 -0.05
C -0.250 -4.505 3.514 -0.2 0.1 -0.3 -0.03
C 0.641 -5.306 2.782 -0.2 0.3 0.0 -0.01
C 0.779 -5.129 1.396 -0.1 -0.1 -0.2 -0.04
C 0.019 -4.169 0.738 0.2 -0.2 0.0 -0.10
H -1.715 -2.923 3.414 0.3 -0.2 -0.1 0.11
H -0.354 -4.626 4.595 0.0 0.0 -0.4 0.12
H 1.226 -6.069 3.300 -0.1 0.3 -0.2 0.12
H 1.469 -5.755 0.820 -0.3 0.3 0.3 0.12
H 0.116 -4.030 -0.342 0.0 -0.1 0.4 0.11
C -2.592 -0.489 2.719 0.1 0.1 -0.2 -0.15
C -3.468 0.132 3.610 0.0 -0.3 -0.3 -0.05
C -4.817 -0.240 3.610 0.1 0.1 0.0 -0.04
C -5.304 -1.150 2.668 0.1 -0.1 -0.1 -0.04
C -4.442 -1.732 1.731 0.2 -0.1 0.0 -0.05
H -1.528 -0.209 2.722 -0.3 -0.3 0.1 0.08
H -3.086 0.905 4.284 -0.2 -0.4 -0.2 0.13
H -5.491 0.206 4.340 0.1 -0.1 -0.2 0.12
H -6.367 -1.404 2.646 0.4 0.1 0.0 0.12
H -4.829 -2.401 0.958 0.1 0.2 0.4 0.11
C -3.178 -4.380 -0.474 0.0 -0.1 -0.1 -0.07
C -3.910 -5.060 -1.454 0.0 0.3 0.1 -0.04
C -4.259 -4.412 -2.645 0.2 0.1 0.1 -0.04
C -3.861 -3.087 -2.878 0.0 0.0 0.2 -0.05
C -3.131 -2.397 -1.907 -0.1 -0.4 0.4 -0.09
H -2.898 -4.883 0.456 -0.1 0.2 -0.4 0.12
H -4.216 -6.094 -1.279 0.1 0.4 -0.1 0.12
H -4.830 -4.950 -3.403 0.2 0.2 0.2 0.12
H -4.122 -2.590 -3.817 0.1 -0.2 0.4 0.12
H -2.811 -1.360 -2.074 -0.2 -0.5 -0.1 0.06
C 3.009 1.125 -3.433 0.0 -0.1 -0.2 -0.05
C 4.362 0.849 -3.646 -0.3 0.1 -0.1 -0.04
C 5.245 0.721 -2.566 -0.4 0.1 0.4 -0.02
C 4.752 0.837 -1.253 0.0 0.1 -0.2 -0.03
C 3.400 1.087 -1.035 0.2 0.2 0.3 -0.09
H 2.330 1.214 -4.285 0.3 0.0 0.3 0.11
H 4.737 0.734 -4.669 -0.2 0.1 0.4 0.12
H 6.308 0.529 -2.738 -0.4 0.0 0.0 0.13
H 5.426 0.735 -0.399 -0.3 0.0 -0.3 0.12
H 3.016 1.145 -0.011 0.2 0.0 -0.3 0.09
C -0.141 3.701 0.068 0.2 -0.3 -0.3 -0.12
C -0.070 4.861 0.818 -0.2 0.2 -0.1 -0.05
C 0.971 5.771 0.604 0.2 -0.5 -0.3 -0.03
C 1.974 5.460 -0.326 -0.4 0.0 0.0 -0.04
C 1.933 4.255 -1.038 0.3 -0.2 0.0 -0.07
H -1.008 3.056 0.232 0.4 0.2 0.0 0.01
H -0.850 5.050 1.564 0.4 0.1 -0.3 0.12
H 1.002 6.702 1.161 0.1 -0.2 -0.1 0.12
H 2.783 6.169 -0.503 -0.2 -0.3 0.0 0.12
H 2.736 4.012 -1.740 -0.2 0.1 0.3 0.12
C -0.211 3.277 -3.876 -0.1 -0.1 0.0 -0.06
C -0.831 3.424 -5.122 0.1 0.0 0.2 -0.04
C -1.307 2.310 -5.818 0.1 -0.1 0.3 -0.04
C -1.177 1.030 -5.263 0.2 0.0 0.2 -0.06
C -0.541 0.862 -4.028 0.0 0.4 0.0 -0.11
H 0.145 4.151 -3.324 -0.1 -0.3 -0.3 0.11
H -0.949 4.422 -5.544 0.1 -0.3 0.1 0.12
H -1.792 2.440 -6.787 0.1 -0.1 0.3 0.12
H -1.578 0.162 -5.790 0.2 0.3 0.1 0.12
H -0.426 -0.139 -3.592 -0.1 0.4 -0.2 0.11
H -3.500 2.827 0.990 -0.2 -0.2 -0.5 0.05
H -3.783 2.618 0.315 0.2 0.2 0.5 0.03
O 0.728 -1.039 2.261 -0.6 1.2 -0.4 -0.08
C 1.064 0.164 2.106 0.3 -0.8 0.9 -0.64
O 0.471 1.021 1.367 -0.8 -0.1 -0.7 -0.20
C 2.323 0.616 2.821 0.2 0.1 -0.3 -0.14
C 2.893 1.883 2.570 0.1 -0.5 0.0 -0.04
C 4.180 2.168 3.037 -0.3 0.0 0.4 -0.07
C 4.850 1.221 3.832 0.1 -0.1 -0.7 -0.07
C 4.278 -0.035 4.079 -0.1 0.1 0.5 -0.07
C 3.005 -0.334 3.598 0.2 0.4 -0.4 -0.02
H 2.348 2.614 1.963 0.1 -0.3 0.2 0.10
H 4.633 3.148 2.811 -0.2 -0.7 0.2 0.11
H 5.872 1.428 4.152 -0.4 0.0 0.1 0.11
H 4.794 -0.784 4.696 -0.1 0.5 -0.4 0.11
H 2.561 -1.320 3.744 0.1 0.4 0.0 0.12
```
Forces are in eV/Å.

Computed properties:
- F_max: 3.19 eV/Å
- Electronic energy: -75624.99181 eV
- Total charge: +2
- Frontier orbital gap (alpha / beta): 4.10 / 4.20 eV
- Energy relative to the best compared isomer or geometry (same formula, charge and spin): 0.00 kcal per mole

No. 3
Entry from the Open Molecules 2025 dataset: C38H43BrN3Sr as an isolated structure (ωB97M-V with the def2-TZVPD basis set).

XYZ file:
```
86
Properties=species:S:1:pos:R:3:forces:R:3:lowdin_charge:R:1
Sr 0.321 1.413 0.024 -0.7 0.4 -0.1 1.04
C -4.470 0.639 -1.946 0.0 0.0 0.0 -0.05
C -3.946 0.827 -0.539 0.0 0.0 -0.1 -0.18
C -3.826 2.128 -0.035 0.0 0.0 -0.1 -0.19
C -4.033 3.332 -0.919 0.0 0.0 0.0 -0.05
C -3.516 2.339 1.312 0.0 0.1 0.0 -0.19
C -3.427 3.758 1.816 0.0 0.0 0.0 -0.06
C -3.287 1.246 2.151 0.1 -0.1 0.1 -0.18
C -3.139 1.411 3.645 0.0 0.0 0.0 -0.04
C -3.227 -0.039 1.602 0.0 0.0 0.0 -0.19
C -2.795 -1.205 2.458 0.0 0.0 0.0 -0.03
C -3.593 -0.259 0.271 0.0 -0.1 -0.1 -0.18
C -3.641 -1.688 -0.221 0.0 0.0 0.0 -0.04
H -3.694 0.818 -2.695 0.0 0.0 0.0 0.08
H -5.285 1.336 -2.138 0.0 0.0 0.0 0.08
H -4.864 -0.362 -2.105 0.0 0.0 0.0 0.06
H -4.950 3.867 -0.656 0.0 0.0 0.0 0.09
H -4.083 3.067 -1.971 0.0 0.0 0.0 0.07
H -3.198 4.023 -0.802 0.0 0.0 0.0 0.02
H -4.385 4.275 1.714 0.0 0.0 0.0 0.08
H -2.687 4.309 1.233 0.0 0.0 0.0 0.01
H -3.118 3.810 2.854 0.0 0.0 0.0 0.06
H -2.093 1.477 3.951 0.0 0.0 0.0 0.06
H -3.584 0.564 4.167 0.0 0.0 0.0 0.08
H -3.652 2.304 3.993 0.0 0.0 0.0 0.07
H -3.649 -1.785 2.821 0.0 0.0 0.0 0.09
H -2.216 -0.876 3.317 0.0 0.0 0.0 0.07
H -2.161 -1.888 1.892 0.0 0.0 0.0 0.05
H -4.393 -2.264 0.326 0.0 0.0 0.0 0.09
H -2.683 -2.188 -0.069 0.0 0.0 0.0 0.05
H -3.863 -1.763 -1.280 0.0 0.0 0.0 0.06
C 4.370 2.540 -2.241 0.0 -0.1 -0.1 -0.08
C 4.357 1.836 -3.438 0.0 0.0 0.1 -0.07
C 3.279 1.034 -3.741 -0.1 0.0 -0.1 -0.02
C 2.199 0.922 -2.853 0.2 -0.1 0.1 -0.21
N 2.234 1.604 -1.694 0.2 -0.1 -0.2 0.00
C 3.278 2.383 -1.414 0.0 0.1 0.1 -0.16
C 1.019 0.050 -3.123 0.0 0.0 0.0 -0.23
C 1.087 -0.867 -4.183 0.1 0.0 0.0 -0.07
C 0.012 -1.680 -4.485 0.0 0.0 0.0 -0.12
C -1.144 -1.577 -3.721 0.0 0.0 0.0 -0.11
C -1.180 -0.687 -2.657 0.0 0.0 0.0 -0.17
C -0.116 0.155 -2.292 0.0 -0.1 0.0 -0.16
H 5.189 3.187 -1.962 0.0 0.0 0.0 0.10
H 5.183 1.920 -4.135 0.0 0.0 0.0 0.10
H 3.266 0.512 -4.685 0.0 0.0 0.0 0.09
H 3.228 2.919 -0.471 0.0 0.0 0.0 0.11
H 1.989 -0.987 -4.772 0.0 0.0 0.0 0.09
H 0.079 -2.391 -5.300 0.0 0.0 0.0 0.09
H -2.003 -2.199 -3.950 0.0 0.0 0.0 0.09
H -2.088 -0.656 -2.062 0.0 0.0 0.0 0.04
C -0.150 -3.619 0.979 0.0 0.0 0.0 -0.08
C 0.064 -2.732 -0.248 0.0 -0.1 0.0 -0.21
C 1.521 -2.567 -0.584 -0.1 0.0 0.1 -0.17
C 2.118 -3.402 -1.515 0.1 0.0 -0.1 -0.05
C 3.463 -3.278 -1.830 0.0 0.0 0.0 -0.09
C 4.217 -2.304 -1.199 0.0 0.0 0.0 -0.05
C 3.650 -1.450 -0.260 0.0 0.1 0.1 -0.18
C 4.505 -0.396 0.397 0.0 0.0 0.0 -0.21
C 5.260 -0.926 1.618 0.0 0.0 -0.1 -0.09
C 2.292 -1.587 0.054 0.0 0.0 0.0 -0.19
N 1.653 -0.645 0.900 0.2 -0.2 0.2 -0.02
C 1.719 -0.734 2.188 0.0 0.0 -0.2 -0.12
C 1.178 0.244 3.074 0.1 -0.2 0.1 -0.37
C 1.246 0.246 4.479 0.0 0.0 -0.2 -0.08
C 0.670 1.446 4.883 -0.1 0.1 0.0 -0.13
C 0.282 2.105 3.703 0.0 0.0 0.1 -0.23
N 0.572 1.386 2.615 0.1 -0.1 -0.1 -0.06
H -1.214 -3.775 1.171 0.0 0.0 0.0 0.06
H 0.292 -3.168 1.868 0.0 0.0 0.0 0.07
H 0.315 -4.595 0.829 0.0 0.0 0.0 0.07
H -0.386 -1.752 -0.079 0.0 0.0 0.0 0.08
H -0.450 -3.163 -1.110 0.0 0.0 0.0 0.11
H 1.508 -4.141 -2.022 0.0 0.0 0.0 0.11
H 3.914 -3.922 -2.574 0.0 0.0 0.0 0.09
H 5.265 -2.184 -1.450 0.0 0.0 0.0 0.11
H 3.884 0.448 0.699 0.0 0.0 0.0 0.09
H 5.221 -0.018 -0.338 0.0 0.0 0.0 0.11
H 4.563 -1.251 2.390 0.0 0.0 0.0 0.06
H 5.903 -0.156 2.046 0.0 0.0 0.0 0.07
H 5.880 -1.780 1.344 0.0 0.0 0.0 0.07
H 2.227 -1.586 2.653 0.0 0.0 0.0 0.13
H 1.677 -0.526 5.097 0.0 0.0 0.0 0.09
H 0.548 1.810 5.890 0.0 0.0 0.0 0.08
H -0.193 3.071 3.608 0.0 0.0 0.0 0.10
Br -0.316 4.261 -0.266 0.1 0.2 0.0 -0.31
```
Forces are in eV/Å.

Computed properties:
- F_max: 0.80 eV/Å
- Electronic energy: -115458.67793 eV
- Total charge: -1
- Frontier orbital gap: 7.38 eV
- Energy relative to the best compared isomer or geometry (same formula, charge and spin): 0.00 kcal per mole

No. 4
Entry from the Open Molecules 2025 dataset: C31H39N4NdO4Si as an isolated structure (ωB97M-V with the def2-TZVPD basis set).

XYZ file:
```
80
Properties=species:S:1:pos:R:3:forces:R:3:lowdin_charge:R:1
Nd 0.302 -0.052 0.441 0.3 0.0 0.4 1.91
C 1.653 1.723 2.479 -0.1 0.0 -0.4 -0.20
Si 0.699 0.612 3.691 -0.2 -0.2 0.3 0.37
C -0.507 1.678 4.642 0.1 0.0 0.0 -0.15
C 1.956 -0.153 4.838 0.0 0.1 0.0 -0.15
N -0.064 -0.531 2.624 0.0 0.2 -0.3 -0.27
C -0.982 -1.521 2.977 -0.2 -0.1 0.2 -0.31
C -1.424 -1.811 4.270 0.0 0.0 0.0 -0.02
C -2.386 -2.785 4.502 0.0 0.0 0.0 -0.06
C -2.943 -3.500 3.454 0.0 0.0 0.0 -0.06
C -2.526 -3.247 2.152 0.1 0.0 0.1 0.00
C -1.558 -2.290 1.961 0.0 0.0 -0.1 -0.19
O -1.087 -1.947 0.657 -0.2 0.0 0.0 -0.21
C -1.309 -2.840 -0.412 0.1 0.0 0.2 -0.31
C -2.215 -2.489 -1.392 0.0 -0.1 0.0 -0.02
C -2.380 -3.354 -2.468 0.0 0.0 0.0 -0.05
C -1.652 -4.533 -2.535 0.0 0.0 0.0 -0.06
C -0.754 -4.865 -1.526 0.0 0.0 0.0 -0.05
C -0.575 -4.013 -0.446 -0.1 0.0 -0.2 0.00
H 2.002 2.626 2.983 0.0 -0.1 0.1 0.06
H 1.059 2.135 1.642 0.0 0.1 0.1 0.00
H 2.542 1.234 2.068 0.0 0.0 0.0 0.01
H 0.032 2.477 5.159 0.0 0.0 0.0 0.05
H -1.044 1.114 5.403 0.0 0.0 0.0 0.04
H -1.256 2.154 4.006 0.0 0.0 0.0 0.02
H 2.495 0.617 5.395 0.0 0.0 0.0 0.04
H 2.693 -0.746 4.292 0.0 0.0 0.0 0.03
H 1.488 -0.811 5.571 0.0 0.0 0.0 0.04
H -1.010 -1.268 5.110 0.0 0.0 0.0 0.10
H -2.702 -2.981 5.517 0.0 0.0 0.0 0.12
H -3.699 -4.249 3.639 0.0 0.0 0.0 0.11
H -2.947 -3.790 1.316 0.0 0.0 0.0 0.13
H -2.787 -1.573 -1.309 0.0 0.0 0.0 0.13
H -3.090 -3.112 -3.247 0.0 0.0 0.0 0.12
H -1.793 -5.207 -3.368 0.0 0.0 0.0 0.12
H -0.203 -5.794 -1.576 0.0 0.0 0.0 0.12
H 0.097 -4.258 0.367 0.0 0.0 0.0 0.13
O -1.127 2.158 -6.432 0.0 0.0 0.0 -0.04
C -0.477 0.929 -6.224 0.0 0.0 0.0 -0.20
C -0.378 0.673 -4.748 0.0 0.0 0.0 -0.14
C 0.259 -0.470 -4.271 0.0 0.0 0.0 0.02
C 0.322 -0.671 -2.910 0.0 0.1 -0.1 -0.11
N -0.202 0.186 -2.025 -0.1 0.0 -0.1 -0.04
C -0.826 1.287 -2.474 -0.1 0.0 0.0 -0.18
C -0.929 1.557 -3.831 0.0 0.0 0.1 0.08
C -1.464 2.155 -1.435 0.0 0.0 -0.1 -0.18
C -2.218 3.266 -1.774 0.0 -0.1 0.1 0.07
C -2.879 3.980 -0.782 0.0 0.0 0.0 -0.14
C -3.756 5.153 -1.141 0.0 0.0 0.0 -0.19
O -3.505 5.638 -2.437 0.0 0.0 0.0 -0.03
C -2.755 3.548 0.534 0.0 0.0 0.0 0.02
C -1.966 2.449 0.803 0.0 0.1 -0.1 -0.10
N -1.317 1.768 -0.152 0.0 0.0 0.0 -0.05
H -1.221 2.320 -7.375 0.0 0.0 0.0 0.11
H 0.534 0.927 -6.649 0.0 0.0 0.0 0.14
H -1.028 0.095 -6.678 0.0 0.0 0.0 0.14
H 0.692 -1.197 -4.944 0.0 0.0 0.0 0.13
H 0.796 -1.559 -2.505 0.0 0.0 0.0 0.12
H -1.431 2.437 -4.198 0.0 0.0 0.0 0.12
H -2.324 3.590 -2.798 0.0 0.0 0.0 0.12
H -3.666 5.930 -0.378 0.0 0.0 0.0 0.14
H -4.794 4.806 -1.118 0.0 0.0 0.0 0.15
H -2.914 6.396 -2.396 0.0 0.0 0.0 0.11
H -3.261 4.055 1.345 0.0 0.0 0.0 0.13
H -1.847 2.088 1.818 0.0 0.0 0.0 0.10
C 4.508 1.360 -0.562 0.0 0.0 0.0 0.01
N 4.707 0.020 -0.004 0.0 0.0 0.0 -0.10
C 6.076 -0.352 0.386 -0.1 0.0 0.0 0.00
C 3.682 -0.788 0.154 0.0 0.0 0.0 -0.46
C 3.849 -2.180 0.678 0.0 0.0 0.0 0.05
O 2.504 -0.398 -0.128 0.1 -0.1 0.0 -0.23
H 5.404 1.641 -1.109 0.0 0.0 0.0 0.10
H 4.335 2.083 0.235 0.0 0.0 0.0 0.10
H 3.661 1.351 -1.241 0.0 0.0 0.0 0.09
H 6.693 0.539 0.331 0.0 0.0 0.0 0.10
H 6.480 -1.102 -0.292 0.0 0.0 0.0 0.11
H 6.098 -0.719 1.409 0.0 0.0 0.0 0.10
H 4.878 -2.512 0.763 0.0 0.0 0.0 0.08
H 3.307 -2.855 0.017 0.0 0.0 0.0 0.10
H 3.377 -2.232 1.663 0.0 0.0 0.0 0.11
```
Forces are in eV/Å.

Computed properties:
- 2S+1: 4
- F_max: 0.51 eV/Å
- Expectation value of S²: 3.754
- Electronic energy: -70076.96313 eV
- Total charge: +2
- Frontier orbital gap (alpha / beta): 6.68 / 6.72 eV
- Energy relative to the best compared isomer or geometry (same formula, charge and spin): 0.00 kcal per mole

The highest electronic energy belongs to which entry?
C6H11F

Which of these has the highest energy relative to the best compared isomer or geometry (same formula, charge and spin)?
C6H11F

Among the records above, which one has the highest F_max?
C6H11F

Which of these has the lowest electronic energy?
C38H43BrN3Sr